# 1
90
Properties=species:S:1:pos:R:3:forces:R:3 method="wB97M-V/def2-TZVPD" de_lowest_ev=8.501 homo_energy_ev="-6.4 / -6.4" spin_multiplicity=3 homo_lumo_gap_ev="8.1 / 7.0" total_energy_ha=-2545.98516 total_charge=-1
C 5.253 2.762 5.988 0.74 -1.11 0.94
C 4.080 1.608 6.285 -1.11 1.11 -0.38
C 2.672 2.445 6.582 -0.07 -0.27 -0.28
C 3.808 0.698 4.947 -0.10 -0.44 -0.01
C 4.538 -0.792 4.984 -0.69 0.07 -0.67
C 3.608 -1.938 5.766 0.71 -0.24 -0.88
C 6.076 -0.766 5.554 -1.01 0.30 0.10
O 6.905 -1.477 4.528 -0.12 2.52 -0.19
S 7.659 -0.275 3.555 7.21 0.74 -1.19
O 8.844 0.282 4.438 -5.03 -1.45 -2.02
O 8.328 -0.952 2.336 -3.64 1.39 3.79
N 6.650 1.099 3.189 -0.34 -3.25 -1.72
S 5.965 1.029 1.587 0.93 5.49 -3.87
O 7.014 1.015 0.432 -3.65 -1.45 4.28
O 5.168 2.379 1.400 1.76 -4.78 1.68
O 4.768 -0.209 1.392 0.13 1.65 0.26
H 6.207 2.378 6.593 -1.76 1.03 -1.55
H 4.989 3.808 6.445 0.27 -2.02 -0.95
H 5.525 2.841 4.844 -0.62 -0.18 2.42
H 4.354 0.944 7.236 -0.56 1.41 -2.12
H 2.670 2.958 7.658 0.04 -1.01 -2.43
H 2.564 3.257 5.721 0.24 -1.56 1.95
H 1.719 1.738 6.479 2.07 1.43 0.41
H 2.648 0.467 4.791 2.37 0.61 0.54
H 4.146 1.339 4.010 -0.54 -1.56 1.95
H 4.559 -1.154 3.849 0.23 0.82 2.51
H 2.494 -1.847 5.397 2.15 -0.05 1.04
H 3.736 -1.899 6.932 -0.52 0.08 -2.21
H 3.973 -3.013 5.404 -0.66 2.30 0.86
H 6.102 -1.298 6.607 0.33 0.67 -2.36
H 6.537 0.300 5.701 -1.13 -1.93 -0.27
H 3.846 0.219 1.293 2.32 -0.36 0.30
C 2.557 -0.082 -2.389 -0.10 0.27 0.08
C 2.064 -1.528 -2.096 1.71 0.60 -1.02
C 1.268 -2.055 -3.321 -0.38 -0.09 0.24
C -0.117 -1.420 -3.456 0.12 0.06 0.03
C -0.908 -1.545 -2.159 0.14 -0.25 -0.07
C -0.142 -1.029 -0.913 -1.30 1.33 0.65
N 1.259 -1.558 -0.830 -1.20 -4.89 -0.06
O 1.178 -2.898 -0.406 0.42 3.66 -0.73
C -0.111 0.522 -0.914 0.08 0.20 -0.21
C -0.992 -1.369 0.357 0.55 -0.55 -0.11
C 3.392 -2.346 -1.970 -0.55 -0.39 0.48
H 3.503 -0.079 -2.945 -0.22 -0.28 0.18
H 1.864 0.494 -3.005 -0.07 -0.02 0.16
H 2.744 0.473 -1.463 -0.06 -0.12 -0.16
H 1.144 -3.144 -3.250 0.10 0.13 0.21
H 1.831 -1.874 -4.246 0.17 0.06 0.30
H -0.032 -0.367 -3.746 0.03 -0.04 0.04
H -0.665 -1.913 -4.267 0.04 0.07 0.08
H -1.859 -1.007 -2.269 0.20 0.04 0.25
H -1.175 -2.602 -2.021 0.18 0.11 0.19
H 0.505 0.906 -0.092 -0.04 -0.15 -0.15
H -1.119 0.937 -0.782 0.14 -0.34 0.02
H 0.256 0.953 -1.844 0.09 -0.08 0.08
H -1.215 -2.438 0.443 0.28 0.15 -0.06
H -1.961 -0.856 0.331 0.29 0.10 -0.28
H -0.478 -1.052 1.273 0.00 -0.08 -0.21
H 3.998 -1.981 -1.132 -0.15 -0.02 -0.10
H 3.997 -2.255 -2.880 -0.34 0.27 0.10
H 3.222 -3.420 -1.829 -0.16 0.30 0.14
C -6.833 2.132 -4.799 -0.18 0.18 0.20
C -5.847 0.938 -4.650 -0.51 0.99 -1.66
C -6.599 -0.386 -4.954 0.11 -0.20 0.37
C -7.555 -0.806 -3.836 0.01 0.11 -0.05
C -6.841 -0.845 -2.489 0.21 -0.13 -0.28
C -6.077 0.463 -2.153 -0.84 0.45 1.79
N -5.221 0.945 -3.286 2.75 -4.18 -0.49
O -4.082 0.120 -3.334 -2.74 2.57 0.20
C -7.080 1.575 -1.752 -0.26 0.11 -0.14
C -5.260 0.226 -0.839 0.47 -0.11 -0.63
C -4.796 1.190 -5.782 0.38 -0.46 0.57
H -6.908 2.470 -5.841 0.20 -0.28 0.16
H -7.855 1.888 -4.504 0.11 0.02 0.13
H -6.500 3.000 -4.219 -0.04 -0.21 -0.03
H -5.879 -1.200 -5.117 0.08 0.25 0.09
H -7.168 -0.294 -5.888 0.21 0.25 0.08
H -8.413 -0.127 -3.787 0.05 0.01 -0.02
H -7.965 -1.796 -4.060 0.03 0.12 0.02
H -7.575 -1.068 -1.703 0.25 0.25 0.01
H -6.142 -1.693 -2.497 0.09 0.28 0.03
H -6.569 2.533 -1.601 -0.01 -0.20 -0.09
H -7.588 1.328 -0.809 0.30 -0.13 -0.20
H -7.880 1.727 -2.475 0.12 0.02 -0.05
H -4.576 -0.626 -0.913 -0.06 0.24 -0.19
H -5.927 0.008 0.005 -0.13 0.13 -0.37
H -4.674 1.114 -0.572 -0.09 -0.14 -0.15
H -4.265 2.135 -5.619 -0.09 -0.16 0.07
H -5.284 1.250 -6.763 -0.21 0.01 0.38
H -4.054 0.388 -5.864 -0.15 0.19 0.28


# 2
94
Properties=species:S:1:pos:R:3:forces:R:3 method="wB97M-V/def2-TZVPD" homo_energy_ev=-11.2 homo_lumo_gap_ev=6.7 total_energy_ha=-3173.82089 total_charge=+1
C 6.440 -0.328 1.833 -0.07 0.36 0.08
C 5.511 -1.685 1.709 -0.41 0.51 0.57
C 5.095 -2.078 0.170 1.78 0.35 -0.50
N 3.624 -2.382 -0.019 -0.79 3.15 -0.33
C 2.745 -1.160 0.137 -2.16 2.06 0.08
C 3.270 0.394 0.220 -4.27 -0.10 0.66
C 2.177 1.598 0.430 0.64 -3.75 -0.12
N 0.657 1.395 0.563 3.20 -3.07 -0.48
C -0.184 2.642 0.799 0.23 1.30 -1.50
I -1.126 2.669 2.822 0.59 -0.27 -1.16
C -1.253 2.975 -0.406 -0.56 1.26 0.18
C -1.996 4.411 0.020 -0.02 -0.38 0.41
C 0.141 -0.026 0.496 2.72 -2.12 -0.90
S -1.718 -0.399 0.696 1.35 0.36 -0.59
C 1.095 -1.375 0.277 2.48 4.51 -0.02
B 0.516 -2.920 0.209 -0.51 -1.82 -0.92
O 0.779 -3.730 -1.026 -1.95 1.87 2.72
C -0.306 -3.576 1.513 -0.17 -0.04 0.28
C 0.750 -4.324 2.571 -0.70 0.83 0.10
H 5.756 0.589 2.108 1.32 -1.76 -0.58
H 7.251 -0.392 2.706 -1.80 -0.04 -2.12
H 6.959 -0.078 0.805 -0.83 -0.58 2.13
H 6.073 -2.585 2.234 -1.37 1.85 -1.23
H 4.511 -1.443 2.313 2.15 -0.82 -1.24
H 5.762 -3.015 -0.143 -1.89 1.89 0.57
H 5.369 -1.236 -0.628 -0.22 -1.54 1.90
H 3.521 -2.744 -1.000 -0.45 0.19 1.25
H 4.409 0.659 0.166 -2.59 -0.43 0.15
H 2.586 2.696 0.508 -1.20 -2.41 -0.16
H 0.572 3.566 0.826 -1.61 -2.30 0.01
H -0.706 3.155 -1.442 -0.80 -0.65 2.32
H -2.103 2.183 -0.543 1.95 1.34 0.37
H -1.288 5.077 0.712 -1.46 -1.37 -1.74
H -2.917 4.119 0.691 1.72 0.81 -1.46
H -2.346 5.020 -0.936 0.80 -1.40 2.15
H -2.086 -1.424 -0.234 1.36 1.25 0.84
H 0.004 -4.343 -1.195 1.53 0.72 0.56
H -1.106 -4.370 1.145 1.52 1.67 0.84
H -0.843 -2.738 2.165 1.03 -1.80 -1.59
H 1.654 -3.584 2.708 -1.52 -1.78 -0.22
H 1.063 -5.396 2.192 -0.52 2.38 0.90
H 0.169 -4.358 3.611 1.45 -0.27 -2.30
O 2.292 -4.285 -5.719 1.47 -0.65 -4.27
P 3.794 -4.007 -5.967 0.27 2.49 9.18
O 4.320 -4.886 -4.663 -0.04 -0.75 -0.65
C 3.986 -6.258 -4.555 -0.02 -0.44 0.31
C 4.986 -7.114 -5.303 0.07 -0.17 -0.09
O 3.814 -2.520 -5.224 0.31 -0.06 -1.48
C 2.656 -1.701 -5.215 -0.32 0.18 0.23
C 1.928 -1.852 -3.891 -0.12 -0.19 0.15
O 5.473 -3.696 -6.245 -2.35 -0.48 -3.04
C 6.117 -4.398 -7.293 0.82 -0.13 -0.41
C 5.260 -4.562 -8.533 0.06 0.15 0.01
H 2.970 -6.455 -4.909 0.04 0.13 0.03
H 4.016 -6.514 -3.492 0.00 0.15 -0.03
H 4.890 -6.961 -6.382 -0.02 -0.07 -0.03
H 4.820 -8.177 -5.096 0.02 0.12 -0.06
H 6.011 -6.856 -5.021 -0.12 -0.04 0.06
H 2.005 -1.922 -6.067 0.01 -0.07 0.26
H 2.985 -0.663 -5.329 0.14 -0.11 -0.03
H 1.677 -2.897 -3.683 -0.03 0.12 -0.19
H 1.006 -1.264 -3.884 0.06 -0.01 0.03
H 2.565 -1.517 -3.065 -0.01 0.13 -0.10
H 6.460 -5.366 -6.922 -0.04 -0.10 -0.03
H 7.013 -3.825 -7.555 -0.13 0.02 0.14
H 4.403 -5.214 -8.336 -0.06 -0.16 0.04
H 5.841 -5.008 -9.345 -0.16 0.04 0.08
H 4.866 -3.596 -8.865 0.15 -0.04 -0.01
O -7.452 5.909 5.929 1.01 -4.34 1.26
P -7.105 4.944 4.769 -1.97 7.77 -5.70
O -5.996 5.958 4.066 0.83 -0.49 0.68
C -4.879 6.408 4.810 0.24 0.38 -0.03
C -3.743 5.410 4.731 0.22 -0.11 0.08
O -8.395 5.365 3.809 0.43 -1.67 0.62
C -9.614 5.801 4.387 -0.46 0.48 0.15
C -9.682 7.317 4.368 0.07 0.23 -0.04
O -6.717 3.865 3.473 -0.52 -1.69 3.36
C -5.888 2.752 3.758 0.22 -0.55 -0.40
C -6.181 2.102 5.096 -0.08 -0.04 -0.07
H -5.143 6.608 5.853 -0.09 -0.01 -0.10
H -4.559 7.356 4.369 -0.14 -0.06 -0.03
H -3.999 4.495 5.273 0.04 -0.03 0.06
H -2.831 5.822 5.175 -0.08 -0.06 -0.02
H -3.536 5.135 3.693 -0.01 0.11 0.03
H -9.742 5.399 5.397 0.10 0.19 -0.11
H -10.430 5.396 3.780 0.18 -0.07 -0.06
H -8.821 7.768 4.871 -0.13 -0.18 0.09
H -10.595 7.673 4.853 0.07 -0.04 -0.06
H -9.666 7.687 3.337 -0.09 -0.12 0.11
H -4.841 3.054 3.688 0.14 0.01 0.08
H -6.060 2.018 2.962 -0.06 0.15 0.00
H -5.927 2.772 5.924 0.11 0.06 0.08
H -5.594 1.185 5.213 -0.09 0.12 0.07
H -7.244 1.858 5.187 0.11 -0.06 -0.10